Here is a cluster of 10 separate species, C44H111N7O13 in total in a non-equilibrium geometry from OMol25. Energies are from ωB97M-V/def2-TZVPD.

Geometry (Å):
O 1.110337 -3.313189 4.470709
O -4.537733 -0.110919 6.231149
O 6.680937 5.784211 -3.550841
O 0.183707 -0.626119 3.765539
O -4.910123 1.450101 -1.059801
O 6.599207 3.214431 1.867879
O -0.285633 5.736711 2.912999
O -2.129143 -6.165359 -1.720431
O -5.300193 1.394841 -4.437961
O 3.269597 -6.850009 -4.680471
O -6.242093 -1.139869 -0.366101
O -0.456423 -1.169319 -3.318381
O -6.160213 -0.568379 -6.106771
N 0.228337 -0.756119 -2.293971
N 2.578177 -8.862709 -1.657421
N 7.520757 0.633951 2.392399
N -1.525983 -3.775339 0.363079
N -1.319053 5.030171 2.342429
N -3.094943 -0.253789 2.786529
N 5.511467 3.295821 -4.185291
C -4.831663 -1.687969 3.856259
C -2.734023 -5.924169 -0.406911
C -3.057613 3.152601 2.405079
C 5.677417 2.177881 1.981709
C -4.279713 -0.148939 7.583759
C 2.540667 -0.926229 -3.455881
C -2.954993 7.043251 2.106539
C 1.546067 -6.582369 -2.232171
C 1.560337 -2.899789 -2.083721
C 5.693237 6.786051 -3.355321
C -0.319393 0.453641 -1.711171
C -1.757833 0.184661 -1.289841
C 3.068067 -7.555439 -5.881131
C 5.470937 3.747971 -2.856921
C -1.446253 -5.166649 -2.530331
C 1.662177 -1.306169 -2.236721
C 2.321747 -0.792799 -0.923031
C -4.156543 -0.225379 3.777989
C 3.518467 -7.575349 -3.451331
C -3.035753 4.972591 0.652159
C 1.998497 0.663981 -0.576551
C -4.382823 0.620361 -5.308371
C 7.121817 3.714751 3.081309
C 6.626407 4.666401 -2.556301
C -2.054203 4.044461 3.177259
C -3.931973 4.035851 1.443559
C -6.876973 0.055381 -0.551281
C -1.800003 -5.185929 0.661169
C 0.778667 -2.995469 3.102579
C -3.495663 0.026301 5.273679
C 6.272107 0.829111 1.651319
C 0.422627 0.790141 -0.468091
C -2.097693 5.938361 1.431589
C -1.019883 2.992331 3.589029
C -4.841803 -0.760589 -5.825861
C 2.265397 -7.918409 -2.678261
C -6.091903 1.343191 -0.265671
C -2.660473 4.566261 4.484789
C -0.313353 1.654361 -2.771641
C 0.972747 -1.434069 2.950659
C -1.204983 6.634671 0.378509
C -2.563913 -5.134359 1.928529
C 5.463967 2.472851 -2.009621
C 5.321257 -0.313469 2.103369
H 1.581367 -8.361629 -3.401971
H -0.240793 -3.364409 3.215209
H -3.068783 1.029161 5.285749
H 5.530077 7.405721 -4.237071
H 7.555347 4.096421 -2.573581
H -2.984903 -6.888779 0.034319
H 0.529287 5.295981 2.661449
H 4.350157 -0.106579 1.653639
H 4.736717 6.332561 -3.095461
H 0.529027 -4.001799 4.801599
H 3.350407 -6.997839 -6.774141
H 0.584927 2.264991 -2.680381
H -0.477723 7.228091 0.932629
H 5.169997 -0.449819 3.174179
H -4.851133 1.513621 -3.597821
H -2.648563 -0.646589 5.406889
H 8.206287 1.349201 2.196009
H -3.382893 0.550291 -4.880201
H 2.503907 0.148041 -3.636691
H 1.286877 -3.562979 2.322989
H 4.879997 2.467871 1.297509
H 0.174127 1.793731 -0.122891
H -1.758943 -0.706949 -0.662851
H -0.884573 -5.764169 0.786599
H 4.088407 -8.483179 -3.649121
H -4.237083 -0.915429 -6.719411
H -0.233183 -0.629049 -4.079871
H 6.636007 5.131401 -1.570511
H -1.509783 2.205761 4.162969
H -2.066453 5.206261 5.137209
H -2.551473 2.455921 1.736819
H -6.714383 2.237941 -0.260091
H -6.805323 -1.768479 0.091319
H -2.956333 3.711631 5.093209
H -0.716063 5.886861 -0.245861
H -0.387843 2.565051 2.810539
H -0.375223 3.517221 4.294019
H -3.772313 -1.066889 7.880419
H -3.647213 4.983171 4.283249
H -7.651633 0.054321 0.215529
H 4.517097 4.197821 -2.581401
H -4.487163 3.306421 0.853819
H 7.988127 4.365541 2.962609
H -2.458953 -0.026189 -2.097351
H -5.718593 -1.787389 4.482009
H 2.387027 1.354851 -1.324781
H 5.450417 2.635281 -0.931871
H -5.260393 -0.139079 8.059429
H -4.612473 4.650421 2.032909
H 7.517977 2.917131 3.709769
H -3.642283 0.693101 7.853479
H 0.904317 -1.205199 1.887159
H -2.692913 0.672631 2.801349
H 2.452277 0.981991 0.362089
H -0.437423 -4.919089 -2.200041
H 1.597847 -5.843479 -3.031831
H 4.064027 -6.960059 -2.735871
H -3.647613 5.493791 -0.084111
H 1.503727 -3.456209 -3.019291
H 2.182697 -5.986009 -1.578591
H 1.980717 -1.240959 3.317789
H 3.163577 -8.392559 -0.981871
H -2.136833 1.077521 -0.792581
H 0.154307 -0.995519 4.651139
H -2.662733 -6.154159 2.300479
H 5.418797 4.074601 -4.821691
H 3.814217 -8.328359 -6.065381
H 2.292407 -1.510799 -4.341741
H 2.026557 -7.849519 -6.010981
H -7.361213 0.075911 -1.527591
H -0.003493 0.232941 0.366199
H -4.075843 -2.350229 4.278449
H -1.862263 7.138741 -0.330001
H -3.278043 7.824121 1.418089
H 0.654767 -3.113329 -1.515871
H 6.398477 2.941201 -4.513241
H 3.316237 -1.104799 -0.604061
H -3.612613 -5.333469 -0.666221
H 6.530537 4.389721 3.700099
H 1.819227 -1.348399 -0.131281
H -3.585243 -4.759249 1.863169
H -2.080773 -4.622309 2.760679
H -0.896873 -3.693229 -0.422781
H -4.454503 1.193031 -6.233031
H 3.591697 -1.039819 -3.190281
H -6.232703 0.307001 -5.719391
H 6.098517 7.498241 -2.636551
H -3.536023 6.486611 2.841839
H 6.408417 0.893711 0.571809
H 6.404397 1.924691 -2.066291
H 2.204347 -3.472249 -1.416151
H -1.144103 2.358671 -2.728201
H -2.025853 -4.243739 -2.510191
H -2.538513 4.200121 0.065519
H -3.321083 -0.185239 1.804559
H -2.322803 -3.219589 0.086819
H 1.714847 -9.150119 -1.219071
H -1.361153 -5.583349 -3.533931
H -2.263423 7.678591 2.659869
H 7.997107 -0.156619 1.982299
H 0.527427 -6.750239 -1.882481
H -4.937623 0.479501 3.493119
H -5.821943 1.236281 0.784949
H -4.500433 0.595361 -1.212051
H 4.581647 1.846711 -2.142111
H 5.660277 -1.206239 1.577879
H -3.663763 2.589281 3.114549
H 5.171277 2.220441 2.946139
H -4.942553 -2.003569 2.818859
H -4.618673 -1.470519 -5.029421
H -0.180913 1.369291 -3.815341

Cartesian forces (eV/Å) of the 3 atoms listed first:
O 1.6864 0.1567 0.4523
O -0.4042 -0.1947 -2.1730
O 0.2336 -1.5160 0.2894

As for the gap between HOMO and LUMO: 8.446 eV. Its LUMO energy is 0.286 eV. Its energy above the lowest of the compared OMol25 structures with the same formula, charge and spin is 121.9 kcal/mol. As for the spin multiplicity: 1.